# 1
The following is a DFT calculation (the ωB97M-V functional and the def2-TZVPD basis) of a structure of composition C32H25AsCeN4O4PS4 in a non-equilibrium geometry.

```
72
Properties=species:S:1:pos:R:3:forces:R:3
C -1.55924 1.11140 3.10899 -0.13 0.15 -0.15
O -4.13284 -2.31247 2.56836 0.06 0.06 -0.10
H -0.01447 -4.38818 -5.66552 -0.01 -0.01 0.02
C 1.65916 3.40328 4.48270 -0.06 0.01 0.10
N 0.62650 -2.37488 -0.32255 0.63 -0.24 -0.45
H -0.19279 0.10820 6.02235 -0.03 -0.02 0.01
H -2.26084 1.82358 2.68695 0.03 0.01 0.01
H -4.43869 5.27659 1.01541 0.02 -0.03 0.00
S -0.22825 0.34743 -2.81119 -0.51 -0.16 0.79
C 2.25862 2.80867 -1.39592 -0.07 0.02 -0.01
H -0.50031 5.20081 2.59893 -0.03 -0.04 0.06
C 0.19897 -0.70126 4.07620 0.11 -0.11 -0.17
N -0.97271 0.29324 2.24664 0.01 -0.27 -0.17
C 2.41152 4.83697 -0.10414 -0.05 -0.11 0.03
H 1.67588 1.95859 -1.72922 0.01 0.01 -0.07
H -1.68261 -2.62275 -3.16273 -0.04 0.07 0.11
H 2.80174 1.72481 3.78776 0.00 -0.02 -0.02
C -3.69742 -1.62756 1.70644 -0.09 -0.10 0.21
H -2.76560 3.47951 0.73572 -0.05 0.00 0.00
C 0.51268 -3.37976 -2.47170 -0.33 0.07 -0.18
C 1.79444 -3.90741 -2.29833 0.00 -0.02 -0.09
S -2.22976 2.30978 -4.98534 -0.11 -0.33 0.15
Ce -1.62590 0.07598 -0.47405 -0.10 -0.19 0.19
H 5.26713 4.30614 -1.83197 -0.01 -0.03 -0.04
C 2.41798 -4.61317 -3.30590 0.10 -0.03 0.03
O -0.55888 2.03501 0.03731 -0.43 -0.88 -0.02
C -1.17099 4.82762 0.25398 0.01 -0.04 -0.12
H 1.84670 1.80172 1.50600 0.04 -0.04 0.07
H -3.79147 7.63568 0.67892 0.00 0.00 -0.04
S -0.62702 3.83200 -2.35409 -0.27 -0.58 -0.02
C -0.42155 0.15374 4.96562 -0.03 0.15 -0.06
C 0.45809 -1.55199 1.76750 -0.01 0.03 -0.33
H 2.05528 3.35921 5.49060 0.04 0.03 -0.03
C -0.14913 -3.56988 -3.70184 0.17 -0.11 0.24
C 0.50081 -4.27149 -4.72089 -0.04 -0.01 -0.09
H 0.41857 5.10002 4.88381 -0.02 0.01 -0.03
S -3.41156 1.68258 -1.71151 0.49 -0.85 0.63
C 1.53016 2.52028 2.25567 -0.01 0.02 0.01
H 1.98612 5.51576 0.62468 0.05 0.04 0.00
H -1.84146 1.77060 5.12747 0.00 0.02 -0.02
C -3.05808 6.84922 0.55347 0.00 0.01 0.02
H 2.24568 -5.32957 -5.32740 0.01 0.00 0.01
C -0.10447 -0.61285 2.71837 -0.27 0.32 0.41
C 0.20570 4.42074 2.85655 -0.06 0.00 -0.12
C -0.81617 6.15538 0.02924 0.06 -0.10 -0.04
C 0.73010 4.37203 4.14391 0.07 0.02 0.09
As -1.65446 2.00246 -2.99352 0.45 1.85 -1.52
C -3.41723 5.52482 0.75501 -0.07 0.04 0.05
O -1.34223 -2.20224 -1.49929 -0.04 0.78 0.26
C -2.47831 4.51626 0.61276 0.12 -0.06 0.05
C 3.69254 5.05108 -0.59178 -0.01 0.06 -0.01
H -1.47956 8.19075 -0.00101 0.03 -0.01 -0.01
C 1.68347 3.73000 -0.52731 -0.07 0.15 -0.07
C -1.75697 7.15992 0.18111 -0.05 0.02 0.04
H 0.91383 -1.44183 4.41168 -0.02 0.00 0.01
C 1.76301 -4.78858 -4.52263 -0.08 0.05 -0.02
H 3.99494 2.29942 -2.53792 -0.02 -0.04 0.03
C -1.32785 1.08024 4.47423 0.12 -0.03 0.08
O -1.38513 -3.12253 -3.94808 -0.01 -0.03 -0.18
N -3.26612 -0.92171 0.84509 0.32 0.30 -0.49
C 0.58923 3.48973 1.89716 -0.15 -0.34 -0.13
C -0.12387 -2.58751 -1.39583 0.26 -0.24 0.70
C 3.55042 3.00883 -1.85153 0.06 -0.01 -0.01
H 1.08383 -2.36059 2.13384 0.12 -0.02 -0.18
C 2.06858 2.47908 3.52916 -0.04 -0.11 0.00
H 4.24136 5.93340 -0.28600 0.03 -0.03 0.01
H 0.18268 6.39924 -0.30676 0.01 0.04 0.01
H 2.28134 -3.74094 -1.34860 0.01 -0.01 0.00
C 4.26276 4.13700 -1.46385 0.04 0.05 0.04
P 0.00030 3.44751 0.10287 0.43 1.12 0.30
N 0.13351 -1.45978 0.53036 -0.57 -0.29 0.19
H 3.41083 -5.01865 -3.16044 -0.01 0.01 0.03
```
Positions in Å, forces in eV/Å.

Computed properties:
LUMO energy, Eh: 0.0320
Largest force on an atom, eV/A: 2.43
Total charge: -1
E_HOMO, eV: -4.65
2S+1: 1
Gap between HOMO and LUMO, eV: 5.52
Energy relative to the best compared isomer or geometry (same formula, charge and spin), kcal per mole: 37.1



# 2
The following is a DFT calculation (the ωB97M-V functional and the def2-TZVPD basis) of a structure of composition C32H25Cl5FHgN4O5SSe.

```
75
Properties=species:S:1:pos:R:3:forces:R:3
C 5.60164 1.33662 0.62271 -0.10 -0.08 0.10
H 6.10494 0.70076 -1.68611 0.00 -0.01 -0.01
H 5.22011 2.95692 -1.58516 0.01 -0.01 0.01
C -3.22494 -3.61897 2.09562 0.01 0.05 0.10
N -4.85446 -0.35699 0.00809 0.00 0.02 -0.03
Hg 0.20650 0.71839 -1.67164 0.03 0.05 -0.17
H -6.42289 -2.38625 -1.05965 0.00 0.00 0.00
H 9.82452 0.83977 2.31103 0.00 0.00 0.01
H -5.15710 -1.62888 1.61251 0.06 -0.05 0.04
C 8.94440 0.34542 1.91141 0.04 -0.01 0.01
H -6.34169 -0.04371 3.06657 0.02 0.01 -0.01
H 4.22839 0.22809 -4.07225 -0.02 0.00 -0.02
C -4.38696 3.39955 1.68619 -0.02 -0.02 -0.01
C 4.65192 2.23112 -2.16537 0.01 0.01 0.00
O -1.84590 2.09987 -1.25297 0.05 -0.14 -0.04
C -5.58115 1.32048 1.61243 0.01 0.04 0.08
C -2.42574 -1.33828 2.29206 -0.08 0.04 0.11
H -6.57695 -3.26652 0.47152 0.00 0.00 0.00
C -3.09695 0.08952 -1.58702 -0.09 0.02 0.06
F -4.25820 4.62494 2.25557 0.02 -0.02 -0.01
C -5.93023 -2.60883 -0.11011 -0.04 -0.01 -0.05
Cl -2.58861 -5.22372 0.01281 -0.03 0.04 0.02
C 5.54104 1.04987 -2.55199 0.02 0.01 -0.02
Se 0.68175 2.90561 -3.42782 0.06 -0.07 0.09
H 6.27881 1.45076 -3.25374 0.00 0.00 0.00
C 6.69800 -0.91820 0.86480 -0.02 0.06 -0.03
O -1.20052 -0.17519 -3.04730 0.08 0.02 -0.03
H -2.74813 3.65102 0.31826 0.00 0.00 0.01
C -2.41188 -0.51021 -2.80325 0.00 0.04 0.12
C 8.92925 -1.05417 1.79955 -0.01 0.02 0.00
C -3.71855 1.75487 0.10916 0.08 0.05 0.00
C -6.67149 0.41766 2.12958 -0.01 0.01 -0.03
H -6.04287 2.92746 2.95245 -0.01 -0.01 0.00
N 2.83073 2.00235 -5.30544 0.05 0.00 0.00
O -0.99207 -0.45649 0.62780 -0.23 0.04 0.06
C -6.98853 -0.67904 1.12604 -0.02 0.02 -0.03
H 4.15499 -0.15568 0.93468 0.00 -0.02 -0.01
N 4.37578 0.60468 0.30698 0.05 0.04 0.01
C 3.32708 1.03041 -0.40539 0.05 -0.14 0.01
Cl -4.16155 -4.94098 2.71277 -0.02 0.00 -0.03
H 4.09331 -0.57054 -2.50288 -0.01 0.01 -0.01
C -5.69139 -1.35141 0.70131 -0.07 -0.04 0.00
Cl -4.00717 -2.24844 4.29100 -0.02 0.03 -0.05
O 5.56414 2.58152 0.61488 0.05 0.10 -0.05
H 7.89037 2.18638 1.60926 0.00 0.00 0.01
H -7.55779 1.01319 2.35970 0.00 -0.01 0.01
C -3.54597 3.01857 0.68135 -0.04 0.02 0.03
H 9.78160 -1.64728 2.10531 0.00 0.00 0.00
C -2.52314 -3.73071 0.89364 0.05 -0.02 -0.04
C 6.68868 0.50538 0.99260 0.07 -0.04 -0.01
Cl -2.37865 0.16506 3.14808 0.04 0.00 -0.03
C -1.67815 -1.40358 1.06922 0.19 -0.08 -0.06
H -4.26204 -1.63568 -1.51843 0.00 -0.02 0.02
O -3.06667 -1.29687 -3.47997 -0.04 -0.01 -0.07
C -5.40018 2.57350 2.15529 0.02 0.04 -0.01
C -4.08077 -0.68197 -1.04769 0.01 0.00 -0.10
Cl -0.87765 -2.82937 -1.05932 -0.02 -0.04 0.04
C -4.72298 0.90586 0.57672 0.03 -0.12 0.01
C 7.87091 1.10793 1.52335 -0.06 0.01 -0.03
C -1.77781 -2.67741 0.40308 0.06 0.03 -0.09
S 1.79969 0.35091 0.09664 -0.04 0.12 -0.06
C 2.00439 2.32659 -4.56214 -0.13 0.01 -0.01
H 7.76056 -2.73760 1.14157 0.00 0.00 0.01
C -2.78370 1.34310 -0.96035 0.00 0.07 0.03
H -5.00973 -3.15506 -0.31040 0.00 0.00 0.01
H 4.27387 2.70228 -3.07310 0.02 0.01 0.03
H 5.86013 -1.42870 0.40610 -0.02 0.00 0.00
H -7.48816 -0.26970 0.24184 0.00 0.00 0.01
C -3.14841 -2.40945 2.78717 0.00 -0.03 0.04
C 7.78846 -1.65968 1.26360 0.02 -0.02 0.00
C 4.79290 -0.10723 -3.20240 -0.01 -0.02 0.02
H 2.57220 2.18772 -1.82671 0.00 -0.01 0.01
H -7.64933 -1.42610 1.56904 0.00 0.00 0.01
H 5.49245 -0.88362 -3.51920 0.00 0.01 0.00
N 3.44354 1.85837 -1.42353 -0.05 0.05 -0.01
```
Positions in Å, forces in eV/Å.

Computed properties:
LUMO energy (spin up / spin down), Eh: 0.1297 / 0.1297
Largest force on an atom, eV/A: 0.24
Total charge: -2
E_HOMO (spin up / spin down), eV: -0.48 / -3.30
2S+1: 2
Gap between HOMO and LUMO (spin up / spin down), eV: 4.01 / 6.83
Energy relative to the best compared isomer or geometry (same formula, charge and spin), kcal per mole: 3.3
Expectation value of S²: 0.774



# 3
The following is a DFT calculation (the ωB97M-V functional and the def2-TZVPD basis) of a cluster of 6 separate species, C32H25F4N5O17S2 in total in a non-equilibrium geometry.

```
85
Properties=species:S:1:pos:R:3:forces:R:3
C 2.06706 -0.70653 -2.68977 1.27 1.31 0.55
C 1.58973 -2.37294 3.39202 -0.18 -0.14 -0.02
H 0.27884 -5.28105 4.47193 0.02 0.01 0.01
O -4.51820 -7.26743 -3.54181 0.00 0.01 0.02
H 0.65089 -0.99430 2.03528 0.09 -0.02 0.03
H -7.63567 0.17517 0.02822 -0.01 -0.01 0.02
O 4.22349 7.62457 1.38595 0.01 -0.02 0.01
O 0.53160 -0.95549 -0.55566 1.14 0.21 0.46
H 3.09713 3.45604 3.37649 0.01 0.00 0.02
O -3.88717 -5.34277 -2.81579 -0.02 -0.01 0.01
O -0.38185 3.80028 1.71100 1.14 0.56 0.51
H -1.55128 -4.52440 2.98257 -0.01 0.01 0.03
C 6.23383 4.43954 4.17431 -0.13 -0.04 -0.03
H 5.03608 4.29472 -5.88321 -0.05 -0.06 0.11
H 1.03320 4.91646 -4.48256 0.09 -0.08 0.06
H 3.15934 5.59430 2.14146 0.08 0.11 -0.04
C 6.27787 5.63856 3.48041 0.21 -0.01 0.09
O 6.25333 7.93090 2.03105 -0.01 -0.02 0.02
C -0.55973 -2.71335 2.42526 -0.05 -0.11 0.05
H 4.56904 5.71869 -7.84380 0.01 -0.01 0.02
C 3.98384 4.06883 3.40422 0.19 0.05 0.05
S 0.91059 0.06613 -1.46944 -2.44 -1.86 -0.54
C -4.53253 -0.90007 -0.80766 -0.10 0.06 0.00
H -5.18050 -8.87593 -1.86096 0.05 0.10 -0.08
F 2.47027 0.23348 -3.53658 -0.32 -0.05 -0.32
O -0.25199 1.46870 1.21589 0.98 -0.38 0.02
N 3.32452 3.65910 -3.92831 0.00 -0.03 0.06
O 1.05293 3.14660 -1.46983 -0.79 -0.81 1.47
S 0.43139 2.64888 1.62187 -3.02 -0.48 -0.54
C -0.66391 -3.91710 3.10687 -0.03 -0.09 0.01
C -5.01562 -8.19442 -1.03971 -0.06 -0.22 -0.03
C -6.71512 -0.38998 0.07616 0.12 -0.01 -0.08
C -6.53497 -1.32790 1.07958 -0.22 0.06 0.06
C 1.45458 2.43086 -0.63508 -0.04 0.98 -0.59
H -5.20434 -8.04530 2.33627 -0.01 0.01 0.00
N 2.80021 -1.54708 3.51427 -0.14 -0.03 -0.07
O -0.16681 0.63122 -2.20559 0.76 1.02 -0.11
N 5.21894 7.29530 1.99895 0.00 0.07 -0.03
C -4.59276 -6.42673 1.06905 -0.07 -0.31 0.01
C -4.57186 -6.90496 -1.26782 -0.02 -0.06 0.15
C -4.34332 -1.83800 0.19347 0.17 -0.04 -0.08
H -3.42207 -2.39971 0.24217 -0.05 -0.06 0.08
N -5.16155 -3.05173 2.17052 0.01 0.08 0.00
F 1.11284 2.36898 2.96950 0.44 0.27 -0.33
C -5.24335 -8.60302 0.26533 0.03 0.12 0.08
H -4.42863 -5.74238 1.88548 0.01 -0.01 0.02
F 1.47458 -1.68461 -3.31510 -0.23 -0.22 -0.01
O 4.43614 3.18471 -3.81650 -0.01 0.00 -0.01
C 1.80352 5.09388 -5.21869 -0.23 0.05 0.05
H 2.30840 -3.89470 4.72768 0.07 0.11 -0.04
H 0.57258 6.34581 -6.44149 -0.01 -0.01 0.02
O 2.40906 3.46207 -3.14617 1.01 0.19 -1.07
C 4.06146 4.74252 -6.00893 0.21 -0.02 -0.10
C 4.01825 5.26756 2.70978 -0.23 -0.09 -0.06
H 2.33654 6.73864 -8.12622 0.00 0.01 0.01
H -3.75632 -0.73365 -1.54186 0.02 -0.01 0.02
O 3.70919 -1.95511 4.20654 -0.02 0.03 0.01
C 3.05715 4.52592 -5.08324 -0.04 0.11 -0.17
H -1.36154 -2.38561 1.77786 0.01 0.02 0.01
O 1.68210 2.88726 0.68863 0.39 -0.48 0.25
H -7.30898 -1.49637 1.81360 0.07 -0.10 0.05
C 2.54147 6.11742 -7.26420 0.00 -0.01 0.02
H 7.09400 4.11647 4.74436 0.01 0.02 -0.01
H 5.06055 2.71326 4.66922 -0.01 0.00 -0.01
H -4.01700 -5.00834 -0.42884 0.01 -0.03 -0.11
C -5.35117 -2.04140 1.12024 0.00 0.11 -0.16
O -4.09925 -3.65034 2.18868 0.08 0.15 0.07
C 3.79667 5.54367 -7.10762 -0.13 0.04 0.01
F 3.14543 -1.11946 -2.03182 -0.14 -0.50 0.06
H -5.86533 0.54969 -1.65391 0.01 0.00 0.01
C 1.50391 -3.56756 4.08545 0.05 -0.18 0.13
C -5.03005 -7.72206 1.31824 0.00 -0.02 -0.10
C 5.09014 3.65304 4.13344 0.01 0.00 0.01
N -4.30596 -6.47147 -2.64956 0.00 0.03 -0.07
H 7.16670 6.25119 3.50728 -0.06 0.08 -0.09
C 1.54812 5.89588 -6.31917 0.12 0.00 -0.07
H -5.58516 -9.61033 0.46064 0.00 0.00 -0.03
C 0.57107 -1.93014 2.56758 -0.04 0.19 -0.12
C 0.36379 -4.34347 3.93995 -0.03 0.14 -0.11
O 1.89474 1.13880 -0.76538 -0.24 0.12 0.23
O -6.06573 -3.23966 2.95484 0.02 -0.02 -0.02
C -5.71790 -0.17898 -0.86780 -0.01 -0.02 0.03
C 5.16914 6.03241 2.75450 0.00 -0.15 0.08
C -4.36042 -6.01366 -0.23245 0.06 0.22 0.11
O 2.81176 -0.49803 2.89845 0.19 0.16 0.06
```
Positions in Å, forces in eV/Å.

Computed properties:
LUMO energy, Eh: -0.0278
Largest force on an atom, eV/A: 3.11
E_HOMO, eV: -9.98
2S+1: 1
Gap between HOMO and LUMO, eV: 9.22
SMILES: O=C(OS(=O)(=O)F)OS(=O)(=O)C(F)(F)F.O=[N+]([O-])c1ccccc1.O=[N+]([O-])c1ccccc1.O=[N+]([O-])c1ccccc1.O=[N+]([O-])c1ccccc1.O=[N+]([O-])c1ccccc1



> Which value of 2S+1 does entry 3 give?

1